The following is a DFT calculation (wB97M-V/def2-TZVPD) of C36H59CoGeO6PS3Si as an isolated structure.

Last column: Löwdin spin population.
CARTESIAN COORDINATES (ANGSTROEM)
Co (-0.52358, -0.43227, -0.35905)  2.96
C (1.83549, -0.35875, -2.95014)  0.00
C (2.52194, 0.33955, -1.79400)  0.00
C (3.91761, -0.21664, -1.56947)  0.00
C (2.58032, 1.84282, -2.01640)  0.00
O (1.68282, 0.08764, -0.61358)  0.05
Si (2.07258, 0.20464, 1.00922)  0.03
S (0.15525, -0.20142, 1.79504)  0.25
O (3.25979, -0.76543, 1.52615)  0.01
C (3.46772, -2.13735, 1.88007)  0.00
C (4.97633, -2.34302, 1.86278)  0.00
C (2.78149, -3.03917, 0.87719)  0.00
C (2.90484, -2.34988, 3.27925)  0.00
O (2.68386, 1.69876, 1.22786)  0.00
C (3.48561, 2.21272, 2.31223)  0.00
C (2.98218, 1.65515, 3.63681)  0.00
C (4.93702, 1.82260, 2.06105)  0.00
C (3.34307, 3.72767, 2.28165)  0.00
H (2.35391, -0.12620, -3.87996)  0.00
H (0.80645, -0.00762, -3.04914)  0.00
H (1.82467, -1.43865, -2.81094)  0.00
H (4.51475, -0.04031, -2.46462)  0.00
H (3.88696, -1.28606, -1.38347)  0.00
H (4.41034, 0.27183, -0.72913)  0.00
H (3.24235, 2.06032, -2.85533)  0.00
H (2.96058, 2.34459, -1.12884)  0.00
H (1.59422, 2.24108, -2.25497)  0.00
H (5.37109, -2.16025, 0.86345)  0.00
H (5.22281, -3.36444, 2.15163)  0.00
H (5.46235, -1.65944, 2.55853)  0.00
H (3.15933, -2.87961, -0.12930)  0.00
H (1.70619, -2.86574, 0.86395)  0.00
H (2.96028, -4.08031, 1.13725)  0.00
H (3.42962, -1.72367, 4.00118)  0.00
H (3.02358, -3.39220, 3.57800)  0.00
H (1.84310, -2.10090, 3.30467)  0.00
H (3.17435, 0.58495, 3.71077)  0.00
H (1.90902, 1.82212, 3.73463)  0.00
H (3.48622, 2.15169, 4.46588)  0.00
H (5.02224, 0.74802, 1.91542)  0.00
H (5.55448, 2.11188, 2.91225)  0.00
H (5.31657, 2.32964, 1.17338)  0.00
H (2.33195, 4.03742, 2.53851)  0.00
H (3.57944, 4.10706, 1.28795)  0.00
H (4.03215, 4.17602, 2.99819)  0.00
C (-3.58370, -0.19923, -0.90701)  0.05
O (-2.20355, -0.09424, -0.72897)  0.44
H (-3.93415, -1.20096, -0.66642)  0.01
H (-3.84253, 0.03313, -1.94310)  0.01
H (-4.08905, 0.51695, -0.25489)  0.01
C (0.40717, 3.71455, 0.23304)  0.09
Ge (-0.88927, 2.64005, -0.76404)  0.41
C (-0.74575, 3.20246, -2.64317)  0.09
C (-0.82472, 2.30816, -3.70935)  0.01
C (-0.67727, 2.74151, -5.01932)  0.00
C (-0.44604, 4.08451, -5.28036)  0.00
C (-0.36335, 4.98686, -4.23048)  0.00
C (-0.50617, 4.54743, -2.92079)  0.02
C (-2.62266, 3.11719, 0.03075)  0.05
C (-2.59637, 3.33543, 1.38667)  0.03
C (-3.76240, 3.65009, 2.11920)  0.00
C (-4.96187, 3.73448, 1.48266)  0.02
C (-5.05077, 3.51649, 0.08522)  0.00
C (-6.29922, 3.59549, -0.58122)  0.00
C (-6.39015, 3.39736, -1.92668)  0.00
C (-5.22574, 3.11385, -2.67160)  0.00
C (-4.01306, 3.02383, -2.05232)  0.00
C (-3.87980, 3.21073, -0.65234)  0.01
H (-0.04525, 4.68695, 0.43336)  0.01
H (1.31888, 3.84145, -0.34420)  0.00
H (0.66245, 3.23304, 1.17022)  0.00
H (-1.01981, 1.25787, -3.51921)  0.00
H (-0.74575, 2.03350, -5.83457)  0.00
H (-0.32932, 4.42717, -6.29999)  0.00
H (-0.18557, 6.03532, -4.43067)  0.00
H (-0.43743, 5.26575, -2.11280)  0.00
H (-1.66205, 3.25179, 1.92858)  0.00
H (-3.69434, 3.82102, 3.18592)  0.00
H (-5.86521, 3.97254, 2.03156)  0.00
H (-7.18295, 3.82413, 0.00191)  0.00
H (-7.34817, 3.46117, -2.42495)  0.00
H (-5.29564, 2.96919, -3.74176)  0.00
H (-3.13364, 2.80874, -2.63791)  0.00
C (-3.81419, -3.75489, -0.90293)  0.00
C (-3.25175, -4.08821, 0.46175)  0.00
C (-3.23440, -2.94348, 1.45505)  0.00
O (-1.89753, -4.58853, 0.41044)  0.00
P (-0.77632, -4.53487, -0.70525)  0.02
S (-1.09847, -5.52750, -2.31970)  0.09
S (-0.30231, -2.61557, -1.29063)  0.30
O (0.44691, -5.06454, 0.14834)  0.00
C (0.43357, -5.91629, 1.32183)  0.00
C (-0.20414, -7.25430, 1.00235)  0.00
C (-0.17010, -5.23590, 2.54200)  0.00
H (-4.83175, -3.38215, -0.77701)  0.00
H (-3.83653, -4.63464, -1.54297)  0.00
H (-3.21805, -2.99261, -1.40558)  0.00
H (-3.82032, -4.92373, 0.88177)  0.00
H (-2.55698, -2.15986, 1.11683)  0.00
H (-2.88178, -3.29230, 2.42445)  0.00
H (-4.23372, -2.52561, 1.57931)  0.00
H (1.50048, -6.06965, 1.49755)  0.00
H (-1.25710, -7.12807, 0.75199)  0.00
H (-0.13257, -7.90529, 1.87488)  0.00
H (0.29743, -7.73329, 0.16313)  0.00
H (-1.24006, -5.42034, 2.61417)  0.00
H (-0.00844, -4.15951, 2.50921)  0.00
H (0.30895, -5.62341, 3.44142)  0.00

Computed properties:
Relative energy (zero: lowest compared OMol25 entry of this formula, charge and spin), kcal/mol: 4.6
Max |F|, eV/A: 0.6
Net charge: 0
E_LUMO (alpha / beta), Eh: 0.0218 / -0.0836
HOMO level (alpha / beta), eV: -7.25 / -8.04
HOMO-LUMO gap (alpha / beta), eV: 7.85 / 5.76
2S+1: 6

---

The following is a DFT calculation (wB97M-V/def2-TZVPD) of a 9-piece molecular cluster, C36H59N3O24S4 overall at a distorted geometry.

Last column: Löwdin spin population.
CARTESIAN COORDINATES (ANGSTROEM)
C (1.66650, 5.67050, 2.61612)  0.00
O (0.87580, 5.62684, 1.46769)  0.00
C (1.40073, 5.08497, 0.36047)  0.00
O (2.36333, 4.36770, 0.29867)  0.00
O (0.55261, 5.28200, -0.68227)  0.00
C (0.85088, 4.70717, -1.97636)  0.00
H (1.86248, 4.61997, 2.83077)  0.00
H (1.13571, 6.09621, 3.46767)  0.00
H (2.63467, 6.16998, 2.65158)  0.00
H (1.76125, 5.16312, -2.36552)  0.00
H (0.04675, 4.91316, -2.68280)  0.00
H (0.89477, 3.63492, -1.78548)  0.00
C (4.11832, -6.61465, 0.27342)  0.00
O (3.77899, -5.84541, -0.82614)  0.00
C (2.57200, -5.77219, -1.32611)  0.00
O (1.54447, -6.21005, -0.82306)  0.00
O (2.62104, -4.95590, -2.42336)  0.00
C (1.49869, -4.91631, -3.29764)  0.00
H (4.24478, -7.68260, 0.09566)  0.00
H (3.37322, -6.56790, 1.06761)  0.00
H (4.98434, -6.09654, 0.68533)  0.00
H (1.27952, -3.87952, -3.55288)  0.00
H (0.55697, -5.29692, -2.90217)  0.00
H (1.69915, -5.46271, -4.21925)  0.00
C (0.60573, -3.60031, 5.19948)  0.00
C (-0.71430, -3.19610, 4.92860)  0.00
C (-1.67786, -3.57273, 5.89597)  0.00
C (-1.36165, -4.45439, 6.94418)  0.00
C (-0.05706, -4.83539, 7.03591)  0.00
C (0.89130, -4.44027, 6.18713)  0.00
N (-2.23501, -4.74701, 8.04873)  0.00
O (-3.41864, -4.35242, 7.96058)  0.00
O (-1.77635, -5.28311, 8.98521)  0.00
H (1.40899, -3.34946, 4.52254)  0.00
H (-0.98109, -2.56924, 4.09058)  0.00
H (-2.64367, -3.11814, 5.73178)  0.00
H (0.24489, -5.48279, 7.84591)  0.00
H (1.88055, -4.68255, 6.54640)  0.00
C (-3.46327, 3.16960, -3.29688)  0.00
C (-2.66935, 3.12341, -2.13301)  0.00
C (-2.78453, 4.23347, -1.30886)  0.00
C (-3.55466, 5.33499, -1.66638)  0.00
C (-4.36210, 5.29095, -2.82876)  0.00
C (-4.21859, 4.24054, -3.70856)  0.00
N (-3.66991, 6.54763, -0.74862)  0.00
O (-3.36017, 6.41422, 0.42202)  0.00
O (-4.01628, 7.64057, -1.15603)  0.00
H (-3.47266, 2.33874, -3.98680)  0.00
H (-1.98515, 2.35935, -1.79467)  0.00
H (-2.25520, 4.23075, -0.36748)  0.00
H (-4.92350, 6.18365, -3.06180)  0.00
H (-4.80054, 4.20092, -4.61750)  0.00
C (-3.23408, 3.77070, 3.88689)  0.08
C (-3.53863, 3.14531, 5.11923)  0.00
C (-3.58308, 1.79530, 5.08713)  0.05
C (-3.26630, 0.99259, 4.01053)  0.04
C (-2.83887, 1.62466, 2.86445)  0.07
C (-2.80857, 3.02663, 2.80431)  0.00
N (-3.42376, -0.45261, 4.07616)  0.30
O (-2.75870, -1.11321, 3.29894)  0.22
O (-4.00164, -0.94891, 5.07650)  0.22
H (-3.32054, 4.84677, 3.85545)  0.01
H (-3.90116, 3.66990, 5.99088)  0.00
H (-3.93287, 1.27400, 5.96593)  0.01
H (-2.34885, 1.14056, 2.03263)  0.01
H (-2.29222, 3.54966, 2.01297)  0.00
O (5.54925, 0.12451, -0.24378)  0.00
S (5.57227, -0.71194, -1.43201)  0.00
O (4.55252, -1.69259, -1.77234)  0.00
O (6.13256, 0.24356, -2.67726)  0.00
C (6.34237, -0.42678, -3.86853)  0.00
C (7.82307, -0.39967, -4.46055)  0.00
C (7.04206, -1.85917, -1.26582)  0.00
H (5.59814, 0.11218, -4.45483)  0.00
H (6.12085, -1.47972, -3.69432)  0.00
H (7.99338, 0.61893, -4.80918)  0.00
H (7.97938, -1.05324, -5.31876)  0.00
H (8.52304, -0.63292, -3.65821)  0.00
H (6.90890, -2.38405, -0.31985)  0.00
H (7.88393, -1.16904, -1.21037)  0.00
H (7.03566, -2.62296, -2.04343)  0.00
O (0.37903, 0.81618, -6.25088)  0.00
S (-0.06898, -0.44881, -5.73199)  0.00
O (-0.67292, -1.53978, -6.57192)  0.00
O (1.17188, -1.08849, -4.84199)  0.00
C (1.91255, -0.37305, -3.82079)  0.00
C (2.76378, 0.71584, -4.40829)  0.00
C (-1.12877, -0.02765, -4.26884)  0.00
H (2.69876, -0.93348, -3.31492)  0.00
H (1.35780, -0.02993, -2.94750)  0.00
H (3.24575, 1.12450, -3.52015)  0.00
H (2.19401, 1.58044, -4.74880)  0.00
H (3.40927, 0.37615, -5.21826)  0.00
H (-1.28210, -0.94434, -3.69939)  0.00
H (-2.02658, 0.25372, -4.81919)  0.00
H (-0.66480, 0.80416, -3.73883)  0.00
O (0.63634, 1.33821, -0.79289)  0.00
S (0.88252, 0.53811, 0.37007)  0.00
O (0.20054, 0.80849, 1.65734)  0.00
O (0.51920, -1.03802, 0.01549)  0.00
C (0.78698, -1.94705, 1.06833)  0.00
C (-0.12949, -3.11754, 1.05165)  0.00
C (2.62704, 0.48468, 0.95546)  0.00
H (0.69139, -1.60991, 2.10047)  0.00
H (1.84188, -2.20720, 0.98107)  0.00
H (-0.02137, -3.60810, 2.01900)  0.00
H (0.22503, -3.76102, 0.24645)  0.00
H (-1.19086, -2.87775, 0.98771)  0.00
H (2.93029, 1.52358, 0.82574)  0.00
H (3.24032, -0.22731, 0.40313)  0.00
H (2.47428, 0.16458, 1.98613)  0.00
O (-5.47280, 2.51866, -0.44932)  0.00
S (-6.03792, 1.25233, -1.07122)  0.00
O (-6.75390, 1.21469, -2.35638)  0.00
O (-4.81226, 0.08790, -1.19445)  0.00
C (-3.82540, 0.05247, -0.29760)  0.00
C (-2.80779, -0.84612, -0.92565)  0.00
C (-7.06271, 0.40121, 0.20049)  0.00
H (-4.22397, -0.35153, 0.63301)  0.00
H (-3.29951, 0.95001, 0.02791)  0.00
H (-2.45610, -0.40811, -1.85976)  0.00
H (-3.25676, -1.76093, -1.31248)  0.00
H (-2.00551, -1.08221, -0.22658)  0.00
H (-8.00997, 0.90789, 0.38505)  0.00
H (-6.49222, 0.28928, 1.12251)  0.00
H (-7.24144, -0.62420, -0.12305)  0.00

Computed properties:
Relative energy (zero: lowest compared OMol25 entry of this formula, charge and spin), kcal/mol: 0.0
Max |F|, eV/A: 6.3
Net charge: -1
E_LUMO (alpha / beta), Eh: 0.0444 / 0.0444
HOMO level (alpha / beta), eV: -1.78 / -5.28
HOMO-LUMO gap (alpha / beta), eV: 2.99 / 6.49
2S+1: 2

---

Q: Among the records above, which one has the lowest 2S+1?
A: C36H59N3O24S4

---

Q: Which of these has the lowest max |F|?
A: C36H59CoGeO6PS3Si

---

Q: Look up the 2S+1 of the second one.
A: 2